# 1
The following is a quantum chemistry calculation of an isolated molecule of C5H3NO, from the Open Molecules 2025 dataset.

Geometry (Å):
O  -2.2153  0.0162  1.0941
N  -2.1707  -1.1109  0.6764
C  2.4275  0.8765  0.7638
C  -0.4240  -0.3345  -0.7472
C  1.4220  0.8855  0.1037
C  -1.2307  -1.3145  -0.4333
C  0.2327  0.7965  -0.6902
H  3.3357  0.8322  1.3266
H  -0.1148  1.6662  -1.2432
H  -1.2625  -2.3132  -0.8508

Force components x, y, z for each atom (eV/Å):
-0.165 -0.648 -0.074
0.027 0.629 0.270
-0.159 -0.019 -0.189
-0.179 0.010 0.268
0.328 -0.061 0.174
0.230 0.019 -0.190
0.053 -0.111 -0.028
-0.231 0.100 -0.086
0.113 -0.139 -0.053
-0.018 0.220 -0.091

## Properties
Maximum force in Eh/bohr: 0.0133
Frontier orbital gap (alpha / beta) in eV: 8.6 / 8.6
SMILES: C#CC=C=CN=O
LUMO energy (alpha / beta) in eV: -0.68 / -0.68
Energy relative to the best compared isomer or geometry (same formula, charge and spin) in kJ/mol: 500.1
Molar mass in g/mol: 93.08

***

# 2
The following is a quantum chemistry calculation of a cluster of 2 separate species, C17H27N5O4 in total, from the Open Molecules 2025 dataset.

Geometry (Å):
O  -0.4704  1.6550  -3.5888
O  -0.6701  -2.6433  4.6570
O  -2.5061  -2.2046  -0.7702
O  4.7600  -0.6397  -1.4023
N  -2.2749  -3.8247  0.7574
N  -0.7765  3.0573  -1.7931
N  3.6655  1.1453  -0.7725
N  -2.5190  2.2882  -3.1882
N  -0.9277  -2.2012  2.5083
C  1.4450  2.0797  -1.3490
C  3.0175  3.3079  -0.0068
C  2.0953  4.3497  0.1182
C  2.7090  2.1640  -0.7468
C  0.7048  -1.4396  0.0136
C  -0.4558  -0.6393  0.6180
C  -1.2037  2.2733  -2.8423
C  3.8503  0.1235  -1.6800
C  -1.2566  -2.0224  3.7872
C  -2.8219  -4.9132  -0.0522
C  3.0989  -0.0658  -2.9906
C  -2.1399  -2.5570  0.3422
C  0.1047  0.4030  1.5995
C  -2.3683  -1.0662  4.1662
C  -1.5016  -1.5451  1.3105
C  0.5062  3.1155  -1.2379
C  0.8430  4.2478  -0.4923
H  1.4244  -0.7574  -0.4303
H  -3.6913  -4.5627  -0.6133
H  2.3505  5.2342  0.6950
H  -0.9471  -0.0949  -0.1888
H  1.1532  1.1828  -1.8728
H  2.9059  0.8997  -3.4647
H  -1.4533  3.7221  -1.4422
H  3.9836  3.3956  0.4803
H  1.2113  -2.0233  0.7815
H  -2.3171  -0.8916  1.6111
H  -2.0667  -5.2580  -0.7607
H  -2.7148  1.8525  -4.0848
H  -1.9651  -4.0389  1.6929
H  -2.4774  -1.0658  5.2499
H  0.3347  -2.1047  -0.7670
H  3.6979  -0.6695  -3.6776
H  -0.1373  -2.8116  2.3648
H  2.1517  -0.5807  -2.8170
H  0.6669  -0.0782  2.3999
H  -0.7126  0.9830  2.0268
H  4.3934  1.1807  -0.0659
H  0.1343  5.0622  -0.3836
H  -3.1218  -5.7456  0.5864
H  0.7711  1.0869  1.0796
H  -3.2997  -1.3918  3.7087
H  -3.0691  3.0899  -2.9071
H  -2.1133  -0.0629  3.8338

Force components x, y, z for each atom (eV/Å):
1.173 -0.676 0.641
0.227 -0.165 0.206
0.098 0.221 0.204
-0.002 -0.321 -0.193
0.021 -0.721 0.881
-0.941 -0.144 0.094
-0.918 0.267 -0.609
-1.118 0.812 0.896
-0.450 0.388 -2.181
-0.134 -0.296 -0.115
-0.173 0.556 0.142
-0.193 -0.744 -0.300
-0.583 0.765 0.207
-0.628 0.005 0.002
0.594 0.041 0.066
0.753 0.016 -1.899
1.277 -0.827 0.046
-0.270 0.011 1.773
0.087 0.483 -0.132
-0.150 0.703 0.293
-0.047 0.220 -0.912
-0.383 -0.344 -0.160
0.193 -0.122 -0.208
0.523 -0.225 0.408
0.989 0.098 0.329
0.302 0.208 0.168
0.146 0.012 0.022
0.147 0.000 0.072
-0.056 -0.152 -0.100
-0.223 -0.167 -0.055
0.005 0.060 -0.090
-0.236 -0.096 0.048
0.265 -0.169 0.133
-0.031 -0.048 -0.079
0.176 -0.045 -0.009
-0.092 -0.047 0.271
-0.108 -0.060 -0.048
0.142 0.338 0.434
-0.044 0.008 -0.110
0.100 -0.107 -0.162
0.093 -0.096 -0.022
0.058 0.061 0.464
0.069 0.023 0.057
-0.013 0.127 -0.045
-0.022 0.031 0.088
0.017 0.130 0.170
-0.213 -0.146 -0.251
-0.013 -0.050 -0.058
0.102 0.198 0.034
0.038 0.056 -0.052
-0.167 0.170 -0.075
-0.207 -0.386 -0.191
-0.177 0.144 -0.094

## Properties
Maximum force in Eh/bohr: 0.0440
Frontier orbital gap in eV: 8.9
SMILES: CNC(=O)[C@@H](NC(C)=O)C(C)C.CC(=O)Nc1cccc(NC(N)=O)c1
LUMO energy in eV: 0.42
Energy relative to the best compared isomer or geometry (same formula, charge and spin) in kJ/mol: 0.0
Molar mass in g/mol: 365.43

***

# 3
The following is a quantum chemistry calculation of a structure of composition C27H18AuBrFN2O2Se, from the Open Molecules 2025 dataset.

Geometry (Å):
Au  -0.1083  0.5860  0.0756
Br  6.9579  -2.9215  0.0870
Se  1.3282  4.7272  -1.3046
F  -6.2040  -0.3164  -0.2219
O  2.0404  1.2484  0.4035
O  1.9083  -0.8604  -0.2485
N  6.2018  1.1181  0.1131
N  -0.2339  2.2609  -1.3231
C  4.8735  1.1742  0.1604
C  -2.7494  -0.7174  0.7763
C  -1.2423  2.3073  2.6304
C  2.3810  -1.1598  6.6053
C  -1.9863  0.3245  3.7785
C  -4.8546  -0.1662  -0.1847
C  -3.0041  1.0489  4.3681
C  4.0657  0.0430  0.1218
C  0.8592  -0.7228  2.6373
C  -4.1280  -0.8860  0.7394
C  -4.2540  0.7049  -1.0684
C  -0.0727  0.1387  2.2617
C  -2.1056  0.1522  -0.0984
C  1.4140  -0.8314  3.9995
C  2.5667  0.1448  0.0850
C  2.0401  -2.0182  4.3865
C  2.5038  -2.1866  5.6811
C  -1.0689  0.9409  2.9092
C  1.8022  0.0415  6.2184
C  -2.8740  0.8573  -1.0187
C  1.3212  0.2056  4.9308
C  4.6724  -1.2048  0.0986
C  6.0520  -1.2500  0.0781
C  -3.1466  2.4035  4.0997
C  0.4097  3.2436  -1.2895
C  6.7833  -0.0729  0.0544
C  -2.2606  3.0234  3.2258
H  2.7349  -1.2924  7.6199
H  -2.3895  1.5363  -1.7049
H  -0.5654  2.7878  1.9337
H  4.4271  2.1586  0.2305
H  -1.8752  -0.7342  3.9796
H  4.0587  -2.0947  0.0972
H  0.8698  1.1416  4.6308
H  -4.8540  1.2607  -1.7765
H  2.9686  -3.1220  5.9682
H  -4.6325  -1.5599  1.4194
H  -3.6999  0.5523  5.0336
H  -2.3832  4.0728  2.9888
H  -2.1786  -1.2822  1.5007
H  1.7310  0.8603  6.9236
H  7.8646  -0.0901  -0.0202
H  -3.9469  2.9689  4.5594
H  1.2850  -1.4044  1.9099
H  2.1421  -2.8212  3.6657

Force components x, y, z for each atom (eV/Å):
-0.759 0.836 1.991
-0.016 0.075 -0.034
0.468 0.816 0.034
-0.020 -0.002 0.007
-0.506 -0.179 -0.110
0.681 -0.178 -0.158
0.113 0.149 -0.039
0.388 -0.223 -0.194
-0.032 -0.031 0.045
-0.021 -0.173 -0.084
0.291 -0.348 0.045
-0.014 -0.004 0.027
0.463 0.061 -0.134
0.035 0.046 0.003
-0.153 0.118 0.085
0.047 0.054 0.037
0.069 0.033 0.513
-0.016 -0.054 -0.062
-0.026 -0.101 0.006
0.199 -0.536 -3.051
0.517 0.210 0.551
-0.257 -0.229 0.217
-0.033 -0.368 -0.064
-0.081 0.058 0.003
0.094 -0.041 0.018
-0.790 0.617 0.837
0.008 0.047 0.014
0.102 0.016 -0.152
0.017 -0.046 -0.075
-0.008 0.087 -0.002
0.007 -0.082 0.006
0.049 -0.086 -0.015
-0.628 -0.879 -0.204
-0.044 -0.062 0.004
-0.142 0.112 0.037
0.039 0.008 -0.011
-0.031 0.057 0.041
-0.024 0.041 -0.012
-0.072 -0.032 -0.071
-0.007 -0.002 0.018
0.008 -0.016 -0.059
0.022 0.025 0.041
-0.016 -0.016 -0.005
0.001 0.002 0.000
-0.010 -0.001 -0.003
0.006 0.000 -0.001
0.039 0.007 0.015
-0.014 0.025 -0.004
-0.025 -0.010 0.011
-0.002 -0.046 0.078
-0.014 0.005 -0.019
0.108 0.238 -0.110
-0.011 0.000 -0.013

## Properties
Maximum force in Eh/bohr: 0.0604
Frontier orbital gap in eV: 6.8
LUMO energy in eV: 1.88
Net charge: -1
Energy relative to the best compared isomer or geometry (same formula, charge and spin) in kJ/mol: 121.6
Molar mass in g/mol: 777.28

***

# 4
The following is a quantum chemistry calculation of an isolated molecule of C6H8BNS2, from the Open Molecules 2025 dataset.

Geometry (Å):
S  0.8056  -3.9077  2.3331
S  1.9695  -0.2310  0.3876
N  -0.5562  0.7553  -0.5789
C  -1.1899  2.8140  -1.2530
C  2.2046  -1.9349  1.0733
C  -2.3305  1.9113  -1.2767
C  1.0828  -2.3508  1.9008
C  -1.9141  0.6591  -0.9204
C  -0.1160  2.0561  -0.8843
B  0.2429  -0.3955  -0.1489
H  0.4265  -1.5816  2.1771
H  -1.1341  3.9064  -1.3983
H  -2.3912  -0.3675  -0.8980
H  -0.4825  -1.3830  -0.1546
H  3.2428  -1.8858  1.5989
H  2.5453  -2.6011  0.3188
H  0.9211  2.4071  -0.7820
H  -3.3266  2.1296  -1.4945

Force components x, y, z for each atom (eV/Å):
-0.282 -1.346 0.386
-0.709 -0.737 -0.122
1.506 -0.473 -0.770
0.000 -0.340 0.254
2.845 1.193 0.608
1.128 -0.429 0.306
0.691 0.283 -0.386
0.324 -0.349 0.257
-0.294 0.281 0.562
-1.312 0.640 -0.426
-1.004 0.702 0.711
-0.300 -0.919 -0.174
0.470 1.759 0.099
1.033 0.261 0.236
-1.641 0.367 -0.034
-0.566 -0.803 -1.194
-0.615 -0.605 0.171
-1.275 0.516 -0.484

## Properties
Multiplicity: 3
Maximum force in Eh/bohr: 0.0611
Frontier orbital gap (alpha / beta) in eV: 7.8 / 6.0
LUMO energy (alpha / beta) in eV: 0.61 / -2.64
⟨S²⟩: 2.006
Molar mass in g/mol: 169.08

***

# 5
The following is a quantum chemistry calculation of an isolated molecule of FH2NO2S, from the Open Molecules 2025 dataset.

Geometry (Å):
S  -2.0446  -0.1695  -0.0167
F  -2.4288  1.4183  0.0758
O  -2.2227  -0.5585  -1.3739
O  -2.6505  -0.7404  1.1587
N  -0.1470  0.1410  0.2947
H  -0.2756  0.9981  0.8217
H  0.1468  -0.5625  1.0431

Force components x, y, z for each atom (eV/Å):
2.737 1.645 1.563
0.415 -1.560 -0.314
-0.156 0.015 1.127
0.471 0.183 -1.690
-2.905 -1.556 0.466
0.247 0.400 0.129
-0.809 0.873 -1.280

## Properties
Maximum force in Eh/bohr: 0.0691
Frontier orbital gap in eV: 11.8
SMILES: NS(=O)(=O)F
LUMO energy in eV: 0.05
Energy relative to the best compared isomer or geometry (same formula, charge and spin) in kJ/mol: 29.9
Molar mass in g/mol: 99.09

***

# 6
The following is a quantum chemistry calculation of a structure of composition C13H17F3N2O2Pt, from the Open Molecules 2025 dataset.

Geometry (Å):
Pt  3.6131  1.7449  3.9374
F  -4.1379  3.3843  -0.7648
F  -2.6595  2.8052  2.4477
F  -1.2331  3.4168  0.5921
O  -1.0570  1.2110  -1.4580
O  -1.1224  -1.0926  -2.0370
N  -0.7033  0.5345  1.9931
N  0.2456  -2.9258  -1.4600
C  2.6773  -1.1864  -0.7299
C  -3.7233  0.8548  0.0122
C  0.0140  -1.4523  -1.1816
C  0.1514  -0.0297  1.1256
C  -1.6994  0.1357  -1.6139
C  3.5842  0.1082  -0.2888
C  -3.4713  2.4408  0.0683
C  4.1679  -0.0806  1.2055
C  -0.3519  -1.3696  0.4086
C  1.3868  -0.7157  -1.5757
C  4.6274  -0.2521  2.4387
C  -3.2812  0.1710  -1.3721
C  -2.4702  2.8952  1.0555
H  3.3949  -1.8816  -1.3167
H  -3.2656  0.3688  0.9560
H  0.1098  -2.2966  0.9350
H  1.3526  0.4287  -1.5380
H  -1.4899  -1.4712  0.5633
H  1.1707  0.4725  0.9937
H  -4.8742  0.7196  0.1335
H  -0.2793  1.3894  2.3965
H  -0.6415  -3.3791  -1.1384
H  4.4408  0.2864  -1.0533
H  -3.7781  -0.8780  -1.4163
H  0.9557  -3.3037  -0.8025
H  1.6051  -0.9957  -2.6821
H  2.3861  -1.7935  0.2154
H  -3.7673  0.7827  -2.2305
H  2.9685  1.0844  -0.2808
H  5.1545  -0.1308  3.4625

Force components x, y, z for each atom (eV/Å):
0.322 -0.974 -1.087
3.122 -3.475 2.579
1.184 -0.024 -5.516
-4.859 -1.203 2.349
-2.249 -4.056 -0.191
-0.624 2.387 2.105
2.466 -0.939 -2.605
-1.380 0.910 0.717
0.509 -0.229 0.602
-1.084 1.167 0.730
2.215 -1.706 1.206
-2.620 0.743 2.133
1.230 2.301 0.038
0.281 -0.521 1.039
-1.165 -0.157 -0.761
1.553 -0.101 4.007
0.401 0.903 0.080
0.639 -0.005 -1.111
-2.184 2.726 -4.128
-0.748 -0.391 -0.908
2.534 1.234 1.181
-1.459 1.165 0.814
-0.312 1.018 -1.554
-0.622 1.775 -0.869
-0.418 -1.678 0.026
1.735 0.295 -0.177
-1.316 -1.213 -0.215
1.704 0.218 -0.495
-0.074 -0.566 -0.163
0.914 0.176 -0.630
-1.241 -0.352 1.649
1.070 1.767 0.177
-0.450 0.585 -0.704
-0.645 0.497 1.852
0.437 1.181 -1.474
0.983 -1.028 1.316
0.898 -1.485 0.191
-0.748 -0.947 -2.203

## Properties
Maximum force in Eh/bohr: 0.1097
Frontier orbital gap in eV: 1.9
LUMO energy in eV: -12.46
Net charge: +2
Energy relative to the best compared isomer or geometry (same formula, charge and spin) in kJ/mol: 0.0
Molar mass in g/mol: 485.36

***

What is the molar mass in the fourth record? 169.08 g/mol